Entry 1:
The following is a quantum chemistry calculation of a gas-phase ion, H3N2O2S (charge -1), from OMol25.

Results
Energy above the lowest of the compared OMol25 structures with the same formula, charge and spin ... 52.0 kcal/mol
E_LUMO ... 4.273 eV
Orbital gap ... 7.622 eV
SMILES ... N=[S@@](N)(=O)[O-]
Total charge ... -1

Atoms and positions in Å:
N (0.0839, 1.8454, -0.1456)
N (0.1190, -1.0811, -0.4419)
O (2.3035, 0.0299, -1.0015)
O (1.7891, -0.3131, 1.3858)
S (1.3027, 0.0949, 0.0257)
H (0.1455, 2.0460, 0.8652)
H (-0.4344, -1.2592, 0.3803)
H (-0.2927, -0.5938, -1.2023)

---

Entry 2:
The following is a quantum chemistry calculation of 2 unconnected molecules or ions with the total composition H3N2O2S, from OMol25.

Results
Energy above the lowest of the compared OMol25 structures with the same formula, charge and spin ... 49.1 kcal/mol
E_LUMO (spin up / spin down) ... 4.273 / 4.211 eV
Orbital gap (spin up / spin down) ... 5.945 / 8.545 eV
Total charge ... -1

Atoms and positions in Å:
N (-1.5376, -0.3562, -0.0301)
N (-1.0859, 0.9778, -0.2421)
O (2.8403, 0.6596, 0.5757)
O (1.3360, -1.2040, 0.1455)
S (1.9023, 0.0936, -0.3667)
H (-1.8364, -0.6782, -0.9854)
H (-0.7254, -0.8218, 0.1882)
H (-0.8933, 1.3292, 0.7150)

---

Entry 3:
The following is a quantum chemistry calculation of 2 unconnected molecules or ions with the total composition H3N2O3S, from OMol25.

Results
Energy above the lowest of the compared OMol25 structures with the same formula, charge and spin ... 59.1 kcal/mol
E_LUMO (spin up / spin down) ... 3.922 / 4.241 eV
Orbital gap (spin up / spin down) ... 8.201 / 7.724 eV
Total charge ... -1

Atoms and positions in Å:
N (-1.6864, 0.2453, 0.0389)
N (-1.2498, -0.6767, -0.8186)
O (0.8495, 0.5652, 1.2292)
O (1.8568, 1.0996, -0.9496)
O (2.3492, -1.0506, 0.0603)
S (1.3798, 0.0546, -0.0382)
H (-1.4364, -0.0347, 0.9588)
H (-1.3610, 1.1735, -0.2301)
H (-0.7017, -1.3762, -0.2508)

---

Entry 4:
The following is a quantum chemistry calculation of 2 unconnected molecules or ions with the total composition H3N2O3S, from OMol25.

Results
Energy above the lowest of the compared OMol25 structures with the same formula, charge and spin ... 42.3 kcal/mol
E_LUMO ... 4.133 eV
Orbital gap ... 8.061 eV
Total charge ... -1

Atoms and positions in Å:
N (1.0966, 2.0738, 0.3091)
N (1.5068, 1.0087, -0.2069)
O (-0.9358, -0.0336, 0.3544)
O (0.2456, -2.1791, 0.1970)
O (-1.9741, -2.2484, -0.6485)
S (-0.6898, -1.4846, -0.6470)
H (-1.8709, -0.1321, 0.5505)
H (1.3768, 2.0282, 1.3521)
H (1.2449, 0.9670, -1.2606)

---

Entry 5:
The following is a quantum chemistry calculation of 2 unconnected molecules or ions with the total composition H3N3, from OMol25.

Results
Energy above the lowest of the compared OMol25 structures with the same formula, charge and spin ... 118.0 kcal/mol
E_LUMO (spin up / spin down) ... 0.602 / 0.497 eV
Orbital gap (spin up / spin down) ... 8.750 / 9.261 eV
Total charge ... 0

Atoms and positions in Å:
N (-1.4916, 0.0003, -0.4031)
N (-0.8312, 0.5996, 0.3274)
N (1.0771, 0.4601, -0.3061)
H (-2.5590, -0.1960, -0.5221)
H (1.5052, 0.2971, 0.6424)
H (1.0165, 1.4761, -0.2882)

---

Entry 6:
The following is a quantum chemistry calculation of H3N3O2 in the gas phase, from OMol25.

Results
Energy above the lowest of the compared OMol25 structures with the same formula, charge and spin ... 15.9 kcal/mol
E_LUMO ... 0.630 eV
Orbital gap ... 10.755 eV
SMILES ... NN[N+](=O)[O-]
Total charge ... 0

Atoms and positions in Å:
N (1.3480, 0.2172, -0.0702)
N (0.0974, -0.5829, -0.2807)
N (-1.0582, 0.0503, -0.0735)
O (-1.0629, 1.2543, -0.2086)
O (-2.0569, -0.6157, 0.0274)
H (0.8553, 1.2142, -0.0885)
H (1.8173, 0.0499, 0.8276)
H (0.0600, -1.5872, -0.1335)

---

Entry 7:
The following is a quantum chemistry calculation of H3N3O2 in the gas phase, from OMol25.

Results
Energy above the lowest of the compared OMol25 structures with the same formula, charge and spin ... 11.3 kcal/mol
E_LUMO ... 0.532 eV
Orbital gap ... 10.473 eV
SMILES ... NN[N+](=O)[O-]
Total charge ... 0

Atoms and positions in Å:
N (0.0071, -1.2838, -0.1983)
N (-0.6291, -0.0962, 0.1788)
N (0.1998, 1.0292, 0.3665)
O (1.3118, 0.7683, 0.7568)
O (-0.3349, 2.1144, 0.2068)
H (-0.0288, -1.2198, -1.1515)
H (0.9623, -1.2810, 0.1230)
H (-1.4881, -0.0311, -0.2822)

---

Entry 8:
The following is a quantum chemistry calculation of H3N3O2S in the gas phase, from OMol25.

Results
Energy above the lowest of the compared OMol25 structures with the same formula, charge and spin ... 52.5 kcal/mol
E_LUMO ... 0.165 eV
Orbital gap ... 10.125 eV
SMILES ... NN(S)[N+](=O)[O-]
Total charge ... 0

Atoms and positions in Å:
N (-0.5125, 0.3773, 0.7255)
N (0.1723, 0.1352, -0.4793)
N (1.5098, -0.0686, -0.2931)
O (1.9621, 0.2412, 0.9025)
O (2.1611, -0.3413, -1.2385)
S (-0.6843, -0.5853, -1.7594)
H (-0.2612, 1.3367, 0.8764)
H (-0.0532, -0.0893, 1.4360)
H (-0.5190, 0.2041, -2.7650)

---

total charge of number 3 (H3N2O3S)? -1

---

Please write out number 7 again, unchanged.
The following is a quantum chemistry calculation of H3N3O2 in the gas phase, from OMol25.

Results
Energy above the lowest of the compared OMol25 structures with the same formula, charge and spin ... 11.3 kcal/mol
E_LUMO ... 0.532 eV
Orbital gap ... 10.473 eV
SMILES ... NN[N+](=O)[O-]
Total charge ... 0

Atoms and positions in Å:
N (0.0071, -1.2838, -0.1983)
N (-0.6291, -0.0962, 0.1788)
N (0.1998, 1.0292, 0.3665)
O (1.3118, 0.7683, 0.7568)
O (-0.3349, 2.1144, 0.2068)
H (-0.0288, -1.2198, -1.1515)
H (0.9623, -1.2810, 0.1230)
H (-1.4881, -0.0311, -0.2822)